1.
C23H38AlBrF10INO6PS2 as an isolated structure in a non-equilibrium geometry. Source: OMol25; level of theory: ωB97M-V/def2-TZVPD.

The HOMO-LUMO gap is 7.9 eV.

Structure (ORCA input):
```
! RIJCOSX wB97M-V def2-TZVPD def2/J DEFGRID3
* xyz -1 1
C -7.13264 -2.27888 -1.89354
C -7.31342 -3.20325 -3.10465
C -5.98424 -3.69148 -3.68981
C -5.40587 -4.92148 -2.96467
C -3.99423 -4.71957 -2.37915
C -3.99597 -4.57535 -0.86647
C -2.66019 -4.07058 -0.32528
C -2.70751 -3.68128 1.16402
C -2.23083 -2.25326 1.47393
C -1.10832 -2.25344 2.52243
C -0.84869 -0.87845 3.15822
C 0.51352 -0.24373 2.78658
P 1.63801 -1.63377 3.46537
O 3.10468 -1.20998 2.96163
I 1.74410 -1.35917 5.92940
O 0.67669 -0.16821 1.39446
Al -0.54660 1.04314 0.86644
F -1.95572 0.41008 0.31677
Br -0.07797 2.77652 -0.60545
O -0.58579 1.74336 2.51707
C 0.51721 1.27873 3.24562
C 0.14588 1.59767 4.70335
S -0.39482 3.28881 5.01676
C -2.17119 3.18171 4.69575
C -2.56145 4.16047 3.59260
S 1.96439 2.47351 2.89470
O 1.46097 3.66560 2.28178
O 2.57213 2.63484 4.19694
C 3.59469 2.12452 1.94946
F 4.32741 1.32343 2.68480
F 4.17804 3.34632 2.07635
C 3.78733 1.72422 0.44033
F 4.61773 0.64966 0.42432
F 2.67791 1.33661 -0.17723
C 4.49560 2.77233 -0.47342
F 5.60504 3.28193 0.07338
F 4.88632 2.07855 -1.57903
C 3.62500 3.92548 -1.04181
F 2.78284 3.48613 -1.94393
F 3.00110 4.58458 -0.09081
F 4.46612 4.76992 -1.65966
H -6.10170 -1.95268 -1.77948
H -7.74732 -1.38611 -1.95843
H -7.39685 -2.78629 -0.96894
H -7.89231 -4.06632 -2.78150
H -7.88956 -2.70860 -3.88310
H -5.27819 -2.86808 -3.61013
H -6.11089 -3.91196 -4.74729
H -5.39793 -5.76052 -3.65438
H -6.05846 -5.17057 -2.12963
H -3.37198 -5.56785 -2.66208
H -3.53542 -3.82386 -2.79370
H -4.73797 -3.82766 -0.58044
H -4.24216 -5.53078 -0.40318
H -2.39923 -3.19254 -0.91463
H -1.88800 -4.81629 -0.51159
H -3.73908 -3.80480 1.49491
H -2.12680 -4.40619 1.73261
H -1.80031 -1.84925 0.56560
H -3.05739 -1.63191 1.80203
H -1.40913 -2.95643 3.29853
H -0.23872 -2.67254 2.02651
H -1.67085 -0.21093 2.92220
H -0.86473 -0.97692 4.24535
H 3.56569 -2.01217 2.69639
H 0.93180 1.40896 5.41636
H -0.70135 0.95755 4.91716
H -2.39003 2.16348 4.39410
H -2.70261 3.41211 5.61541
H -2.17465 3.78490 2.65069
H -2.05506 5.10567 3.77158
H -3.63607 4.31761 3.55326
C 7.16699 3.48752 -6.47346
O 7.89075 3.37635 -7.44595
N 7.40674 2.92435 -5.27770
C 6.51243 3.08721 -4.14538
C 8.60814 2.12426 -5.12113
H 6.23305 4.07417 -6.49486
H 7.03667 3.56417 -3.31547
H 6.13952 2.11877 -3.81248
H 5.66594 3.70942 -4.42587
H 9.49499 2.72533 -5.32392
H 8.60307 1.28880 -5.82161
H 8.65173 1.74432 -4.10392
*
```

---

2.
C23H38B3Br39NO5P as an isolated structure in a non-equilibrium geometry. Source: OMol25; level of theory: ωB97M-V/def2-TZVPD.

The HOMO-LUMO gap is 7.0 eV.

Structure (ORCA input):
```
! RIJCOSX wB97M-V def2-TZVPD def2/J DEFGRID3
* xyz 0 1
C 5.56692 3.27680 0.81713
C 4.99212 2.04752 1.74698
C 3.32444 1.95395 1.75598
B 2.95235 0.56429 0.89629
O 2.04095 -0.47175 1.41873
B 1.18041 -1.03385 0.32121
C -0.22335 -1.77161 0.86907
C -1.43974 -0.69869 1.14297
C -2.73564 -0.95297 0.14353
C -2.94398 0.26802 -0.94956
C -3.13954 1.74887 -0.22361
O -2.40213 2.71339 -1.05673
C -2.42904 4.06817 -0.48026
C -0.84938 4.60925 -0.48593
O 1.52277 -1.00237 -1.11427
B 2.83296 -0.37263 -1.36910
P 3.63972 -0.57831 -3.13621
N 4.64621 0.88549 -3.35250
O 4.70329 -1.95635 -3.02909
O 3.63363 0.41416 -0.40399
H 5.69009 3.01415 -0.31869
H 6.62952 3.63876 1.19148
H 4.81040 4.18777 0.95410
H 5.47267 1.04646 1.33696
H 5.33555 2.25396 2.85844
H 2.91840 2.84050 1.10866
H 2.92440 1.92688 2.86016
H 0.00016 -2.28318 1.92458
H -0.55940 -2.65219 0.15383
H -1.86267 -0.85304 2.24769
H -1.01728 0.41093 1.04753
H -2.62781 -1.96402 -0.46876
H -3.70997 -1.08209 0.81870
H -2.08674 0.26343 -1.74803
H -3.94856 0.04120 -1.55258
H -2.75702 1.74851 0.89402
H -4.29080 2.05067 -0.27530
H -3.04447 4.83807 -1.15006
H -2.87142 4.13204 0.60172
H -0.23461 3.97386 0.29113
H -0.81753 5.76377 -0.24034
H -0.37079 4.40216 -1.54416
H 4.09974 1.70689 -3.69382
H 5.50321 0.70464 -3.92237
H 4.68481 -2.21563 -2.04145
C 2.08240 -4.34513 -3.56240
Br 3.03216 -2.69142 -3.94605
Br 3.19514 -5.61018 -2.58997
Br 0.39507 -4.01628 -2.65182
H 1.84122 -4.80623 -4.52586
C 8.50938 1.04512 3.96404
Br 7.05693 0.35180 5.05659
Br 8.86844 -0.09467 2.42908
Br 8.20108 2.89234 3.43760
H 9.41015 1.03618 4.58659
C 5.10216 -9.58589 -1.71622
Br 3.98704 -9.78296 -3.29788
Br 6.97355 -9.32348 -2.17793
Br 4.44441 -8.18571 -0.53670
H 5.03882 -10.52756 -1.16101
C 4.00138 2.89621 6.11747
Br 4.78799 2.84153 7.89574
Br 2.96221 1.29659 5.73602
Br 2.96449 4.51763 5.83416
H 4.82992 2.91743 5.40187
C -6.91760 -0.96509 -2.86398
Br -5.96784 0.68861 -3.24763
Br -5.80486 -2.23015 -1.89154
Br -8.60493 -0.63625 -1.95340
H -7.15878 -1.42619 -3.82743
C -9.71198 2.44586 0.61937
Br -10.82709 2.24879 -0.96229
Br -7.84058 2.70826 0.15767
Br -10.36972 3.84604 1.79890
H -9.77531 1.50419 1.17459
C 3.72384 -5.85326 3.06634
Br 3.52234 -5.47098 1.16970
Br 2.00506 -6.11743 3.93821
Br 4.93140 -7.34593 3.37960
H 4.18191 -4.97004 3.52362
C -8.88367 4.96978 -3.66149
Br -10.71912 4.60695 -4.19387
Br -8.78558 5.73423 -1.87539
Br -7.75410 3.39586 -3.83824
H -8.49298 5.72305 -4.35356
C -1.17903 5.09484 4.65051
Br 0.10804 4.02202 3.66236
Br -0.31682 6.53112 5.63937
Br -2.60130 5.75930 3.50158
H -1.64634 4.43435 5.38834
C -2.39303 -6.26737 4.60461
Br -3.62387 -4.79082 4.90266
Br -1.56351 -6.17497 2.84749
Br -1.06940 -6.40408 6.02366
H -2.98564 -7.18779 4.63041
C 1.81542 3.33391 -5.86108
Br 3.71998 3.66864 -6.07220
Br 1.17076 1.99975 -7.12146
Br 1.36002 2.87585 -4.02609
H 1.29837 4.27049 -6.09455
C -6.18367 6.38854 -6.61706
Br -8.01912 6.02570 -7.14943
Br -6.08558 7.15298 -4.83095
Br -5.05410 4.81461 -6.79381
H -5.79298 7.14181 -7.30913
C 1.62384 -9.49700 2.19648
Br 1.42234 -9.11472 0.29984
Br -0.09494 -9.76118 3.06836
Br 2.83140 -10.98967 2.50974
H 2.08191 -8.61378 2.65376
*
```

---

3.
C23H38IN5O4P as an isolated structure in a non-equilibrium geometry. Source: OMol25; level of theory: ωB97M-V/def2-TZVPD.

The HOMO-LUMO gap is 6.3 eV.

Structure (ORCA input):
```
! RIJCOSX wB97M-V def2-TZVPD def2/J DEFGRID3
* xyz 1 1
C 4.58967 0.77543 2.83317
C 3.09808 1.07985 3.52553
N 1.97600 0.33656 2.82224
C 1.59503 1.03776 1.50105
C 1.39164 -0.21076 0.41318
N 1.33272 0.23381 -1.02389
C 0.65012 -0.74268 -1.94253
C 1.11047 -2.28646 -1.49207
C 2.73985 -2.59628 -1.70861
C 3.43934 -4.03310 -1.28980
C 2.40151 -5.15534 -0.61211
C 3.10298 -6.57396 -0.14518
C 0.78598 -4.86624 -0.42229
C 0.09827 -3.40698 -0.85286
C 0.90124 1.66233 -1.20902
N -0.49525 2.22321 -1.23164
C -1.04850 2.40888 -2.62665
C -1.56149 3.98352 -2.86158
O -2.17079 4.41818 -3.96658
C -1.49667 1.42128 -0.44384
C -2.71478 2.49274 -0.03432
C -4.07004 2.17065 -0.89859
C -4.89514 0.86086 -0.35993
O -5.78342 0.42036 -1.46681
C -5.77062 -1.04449 -1.61716
C -6.40318 -2.05715 -0.47740
O -5.27735 -1.60199 -2.72648
N 1.93393 2.58630 -1.42081
I 3.91169 1.87362 -1.47618
P 1.70440 4.33845 -1.65376
N 3.19041 5.02179 -1.43049
C 0.76324 0.14308 3.70503
C 0.32235 -1.35537 4.29490
O -0.02282 1.16962 4.06162
H 4.75623 1.61551 2.01031
H 5.38703 0.89850 3.67936
H 4.66064 -0.31034 2.39226
H 2.86769 2.22830 3.61852
H 3.17820 0.59693 4.61361
H 2.50238 1.73108 1.24586
H 0.65252 1.72303 1.60218
H 0.37834 -0.75506 0.73002
H 2.33103 -0.92202 0.60716
H 1.05871 -0.55197 -3.04074
H -0.51873 -0.71788 -1.93907
H 3.46128 -1.76616 -2.17123
H 4.59642 -4.22563 -1.42635
H 3.94822 -6.26863 0.64071
H 3.55307 -7.20403 -1.02267
H 2.30336 -7.17848 0.50178
H 0.07775 -5.68076 0.06406
H -1.03475 -3.14415 -0.70720
H -0.12663 2.28831 -3.37408
H -1.86937 1.63402 -2.94028
H -1.32770 4.77486 -2.00786
H -1.11854 0.98542 0.57224
H -2.03851 0.56455 -1.04496
H -2.97804 2.35868 1.12137
H -2.37398 3.60768 -0.15578
H -4.80914 3.10322 -0.84382
H -3.81725 1.98671 -2.02645
H -4.19297 -0.01926 0.02052
H -5.59728 1.18861 0.51779
H -5.65359 -2.96263 -0.34562
H -6.53142 -1.45599 0.52210
H -7.42532 -2.53852 -0.84549
H 1.21404 4.66821 -2.99191
H 0.79254 4.89221 -0.68453
H 3.09236 5.66344 -0.61312
H 1.17376 -2.15267 4.19971
H -0.69367 -1.73836 3.84095
H 0.13142 -1.21080 5.45928
*
```

---

What did we get for HOMO energy? Answer: -5.820 -7.352 -10.933 eV, in the order shown.
What did we get for LUMO? Answer: 2.12 -0.37 -4.66 eV, in the order shown.
What did we get for E_tot? Answer: -6656.22056 -102132.37246 -2111.96721 Ha, in the order shown.